(1)
The following is a DFT calculation (ωB97M-V/def2-TZVPD) of a molecular structure, C36H46N8O3SV.

Computed properties:
Energy = -92653.0414 eV
Charge = +2
Largest force on an atom = 0.0646 Eh/bohr
LUMO level (alpha / beta) = -5.88 / -5.84 eV
ΔE to the lowest compared entry with this formula, charge and spin = 0.0000 eV
2S+1 = 4
HOMO level (alpha / beta) = -11.058 / -12.695 eV

Cartesian coordinates (Å):
V  -1.280  0.267  -0.859
C  -2.161  -6.625  0.523
C  -1.620  -5.303  0.124
C  -0.249  -5.079  0.099
C  0.276  -3.774  -0.150
C  1.697  -3.810  -0.182
N  2.615  -3.012  0.309
C  2.415  -2.004  1.346
C  1.963  -2.691  2.629
C  1.222  -1.729  3.545
N  0.205  -0.819  2.967
C  -0.574  -0.165  3.818
C  -1.720  0.594  3.494
C  -2.372  1.303  4.517
C  -3.458  2.116  4.201
C  -4.282  2.775  5.259
C  -3.807  2.270  2.860
C  -3.195  1.650  1.776
C  -3.532  1.874  0.366
N  -3.057  1.306  -0.745
C  -3.705  1.739  -2.016
C  -3.101  1.108  -3.242
C  -3.154  -0.428  -3.157
N  -2.385  -0.948  -2.012
C  -2.768  -2.118  -1.534
C  -1.989  -3.014  -0.690
C  -2.447  -4.284  -0.297
C  -0.619  -2.636  -0.457
O  -0.194  -1.409  -0.633
C  -2.141  0.735  2.093
O  -1.524  0.108  1.128
H  -1.365  -7.318  0.805
H  -2.736  -7.131  -0.305
H  -2.870  -6.482  1.348
H  0.450  -5.874  0.300
H  2.063  -4.757  -0.628
H  3.476  -3.015  -0.200
H  1.680  -1.310  0.988
H  3.355  -1.404  1.495
H  2.863  -3.115  3.183
H  1.285  -3.493  2.384
H  1.933  -1.099  4.180
H  0.738  -2.362  4.297
H  0.036  -0.831  1.950
H  -0.308  -0.256  4.878
H  -2.124  1.150  5.572
H  -4.416  2.118  6.139
H  -5.281  2.982  4.842
H  -3.828  3.717  5.641
H  -4.594  2.991  2.651
H  -4.276  2.659  0.240
H  -3.692  2.836  -2.056
H  -4.779  1.549  -1.912
H  -2.041  1.473  -3.343
H  -3.589  1.523  -4.127
H  -2.797  -0.891  -4.071
H  -4.225  -0.683  -3.103
H  -3.786  -2.478  -1.811
H  -3.515  -4.454  -0.394
N  0.205  2.119  -3.130
C  -0.097  2.860  -2.022
N  -0.295  2.262  -0.859
C  -0.231  3.238  0.159
C  0.167  3.040  1.479
C  0.469  4.109  2.337
C  0.385  5.402  1.864
C  0.042  5.646  0.536
C  -0.248  4.564  -0.316
S  -0.233  4.647  -2.051
H  0.988  1.402  -3.049
H  0.339  2.763  -3.932
H  0.339  2.018  1.849
H  0.842  3.900  3.358
H  0.594  6.244  2.567
H  -0.077  6.669  0.187
C  2.891  -1.460  -4.081
N  3.862  -0.686  -3.355
C  5.263  -1.109  -3.483
C  3.361  0.328  -2.560
O  2.124  0.456  -2.417
N  4.263  1.095  -1.857
C  3.750  1.812  -0.704
C  5.475  1.677  -2.420
H  3.416  -2.063  -4.791
H  2.212  -0.791  -4.603
H  2.306  -2.166  -3.438
H  5.383  -2.205  -3.478
H  5.798  -0.711  -2.626
H  5.657  -0.717  -4.447
H  2.984  1.237  -0.180
H  3.408  2.848  -0.947
H  4.586  1.963  0.053
H  5.852  1.151  -3.289
H  6.240  1.702  -1.609
H  5.264  2.720  -2.765

***

(2)
The following is a DFT calculation (ωB97M-V/def2-TZVPD) of a molecular structure, C36H47FN4O4P2PtSTe.

Computed properties:
Energy = -94917.2215 eV
Charge = 0
Largest force on an atom = 0.0102 Eh/bohr
LUMO level (alpha / beta) = 0.56 / -0.55 eV
2S+1 = 3
HOMO level (alpha / beta) = -7.043 / -7.332 eV

Cartesian coordinates (Å):
Pt  -0.442  -0.435  0.700
C  -0.481  -2.209  3.961
P  0.430  -1.089  2.847
C  2.059  -1.900  2.829
C  3.203  -1.363  3.412
C  4.395  -2.074  3.394
C  4.453  -3.332  2.810
C  3.312  -3.877  2.238
C  2.123  -3.164  2.246
C  0.629  0.445  3.804
C  1.447  1.469  3.320
C  1.530  2.674  4.000
C  0.789  2.883  5.155
C  -0.040  1.878  5.630
C  -0.119  0.665  4.960
H  0.017  -2.256  4.930
H  -0.473  -3.201  3.511
H  -1.514  -1.884  4.066
H  3.171  -0.388  3.877
H  5.281  -1.643  3.842
H  5.383  -3.885  2.802
H  3.346  -4.856  1.776
H  1.239  -3.586  1.781
H  1.981  1.322  2.389
H  2.169  3.459  3.615
H  0.853  3.828  5.679
H  -0.629  2.034  6.525
H  -0.779  -0.102  5.341
F  1.540  0.309  0.645
C  -5.165  3.161  0.383
C  -5.613  3.046  1.838
C  -6.402  1.762  2.074
C  -4.438  3.171  2.811
N  -3.477  2.084  2.669
C  -2.517  1.930  1.759
N  -1.990  0.743  1.954
N  -2.639  0.183  2.994
N  -3.537  0.980  3.430
H  -6.035  3.200  -0.274
H  -4.568  2.300  0.076
H  -4.566  4.056  0.206
H  -6.258  3.899  2.071
H  -5.816  0.886  1.790
H  -7.310  1.761  1.470
H  -6.688  1.647  3.121
H  -4.777  3.143  3.845
H  -3.896  4.101  2.643
H  -2.238  2.624  0.968
O  0.576  -2.330  -0.683
S  1.863  -3.038  -0.999
C  1.759  -3.383  -2.779
C  0.607  -4.313  -3.016
C  0.767  -5.691  -2.912
C  -0.314  -6.540  -3.092
C  -1.568  -6.016  -3.372
C  -1.736  -4.642  -3.470
C  -0.654  -3.793  -3.291
C  3.178  -1.768  -0.980
C  3.278  -0.935  -2.217
C  2.334  0.058  -2.471
C  2.383  0.769  -3.663
C  3.374  0.508  -4.600
C  4.325  -0.470  -4.343
C  4.272  -1.189  -3.159
H  2.715  -3.821  -3.075
H  1.623  -2.428  -3.287
H  1.747  -6.101  -2.693
H  -0.177  -7.611  -3.015
H  -2.413  -6.678  -3.512
H  -2.713  -4.227  -3.681
H  -0.785  -2.719  -3.346
H  4.103  -2.310  -0.766
H  2.888  -1.173  -0.110
H  1.569  0.269  -1.734
H  1.637  1.531  -3.851
H  3.409  1.068  -5.526
H  5.106  -0.673  -5.065
H  5.012  -1.958  -2.961
C  -1.891  2.987  -5.556
C  -1.198  2.335  -4.385
O  -1.716  2.920  -3.181
P  -1.218  2.428  -1.740
O  -1.782  3.354  -0.729
Te  -1.694  0.060  -1.603
O  0.377  2.501  -1.813
C  1.077  3.699  -1.399
C  1.990  3.367  -0.242
H  -1.521  2.563  -6.490
H  -1.705  4.061  -5.564
H  -2.967  2.823  -5.501
H  -0.118  2.496  -4.421
H  -1.377  1.257  -4.370
H  0.350  4.463  -1.122
H  1.638  4.045  -2.270
H  1.415  2.947  0.583
H  2.500  4.273  0.094
H  2.737  2.629  -0.533